1.
Formula: C5H10O2
Source: the OMol25 dataset
Level of theory: wB97M-V/def2-TZVPD

LUMO	0.0177	hartree
highest occupied orbital energy	-8.0	eV
structure (SMILES)	C/C=C/C=C/O.O
net charge	0
E_tot	-9440.852	eV
ΔE to the lowest compared entry with this formula, charge and spin	50.5	kcal/mol

Each line ends with the Löwdin charge.
Positions of all 17 atoms, in Å:
C  -1.9908  1.9963  1.9618  -0.111
C  -1.1141  1.3008  0.9661  -0.178
C  -0.4771  0.1548  1.1756  -0.139
C  0.3295  -0.5287  0.1421  -0.101
C  1.3721  -1.2592  0.5193  -0.206
O  2.2130  -1.9617  -0.2983  -0.004
H  -1.6519  3.0277  2.0670  0.068
H  -3.0273  2.0053  1.6088  0.074
H  -1.9083  1.5520  2.9432  0.065
H  -1.0672  1.7772  -0.0086  0.102
H  -0.6160  -0.3652  2.1128  0.106
H  0.1225  -0.3325  -0.9056  0.087
H  1.6472  -1.3694  1.5559  0.119
H  1.9140  -1.8481  -1.2149  0.098
H  0.4068  0.7935  -3.6683  0.045
H  -0.0457  -0.6391  -3.8890  0.037
O  -0.2622  0.1522  -3.3814  -0.063

Cartesian forces (eV/Å) of the 6 atoms listed first:
0.3 0.2 -0.4
-0.4 0.0 0.1
-0.1 -0.1 -0.8
0.1 0.4 0.6
0.0 -0.3 -0.4
-0.1 0.2 -0.3

2.
Formula: C5H10O2
Source: the OMol25 dataset
Level of theory: wB97M-V/def2-TZVPD

LUMO	0.0397	hartree
highest occupied orbital energy	-9.0	eV
net charge	0
E_tot	-9438.624	eV
ΔE to the lowest compared entry with this formula, charge and spin	101.9	kcal/mol

Each line ends with the Löwdin charge.
Positions of all 17 atoms, in Å:
C  -2.2164  -0.5532  0.3890  -0.059
C  -1.6804  0.7734  -0.0714  -0.315
O  -0.9827  1.4926  0.6070  -0.011
C  0.9203  -1.4392  -0.3721  -0.168
C  1.7439  -0.4454  -0.7081  -0.055
C  1.8257  -0.1431  0.7653  -0.158
O  0.9138  -1.2695  0.9975  -0.089
H  -3.2544  -0.4233  0.7212  0.086
H  -2.2271  -1.2711  -0.4382  0.076
H  -1.6073  -0.9266  1.2146  0.076
H  -1.9805  1.0912  -1.0925  0.119
H  0.6592  2.4533  -0.7097  0.024
H  0.3404  -2.2322  -0.8336  0.118
H  2.1678  -0.0328  -1.6102  0.087
H  1.2264  2.5943  -1.1727  0.049
H  1.3658  0.7855  1.1113  0.098
H  2.7836  -0.3302  1.2586  0.122

Cartesian forces (eV/Å) of the 6 atoms listed first:
0.1 0.0 0.0
0.1 0.2 0.3
-0.4 -0.3 -0.3
0.0 -0.1 -0.2
-0.1 -0.1 0.0
0.2 0.3 0.2

3.
Formula: C5H10O2
Source: the OMol25 dataset
Level of theory: wB97M-V/def2-TZVPD

LUMO	0.0323	hartree
highest occupied orbital energy	-9.6	eV
structure (SMILES)	OC[C@H]1CCOC1
net charge	0
E_tot	-9441.462	eV
ΔE to the lowest compared entry with this formula, charge and spin	36.5	kcal/mol

Each line ends with the Löwdin charge.
Positions of all 17 atoms, in Å:
O  2.2540  0.3996  0.8408  -0.067
C  1.6066  -0.5596  0.0211  -0.243
C  0.1199  -0.4631  0.3306  -0.274
C  -0.3166  1.0135  0.3406  -0.131
C  -1.7720  0.9280  -0.0635  -0.216
O  -1.8200  -0.0927  -1.0325  -0.129
C  -0.8421  -1.0794  -0.7055  -0.153
H  3.1923  0.4202  0.6213  0.092
H  1.7760  -0.3507  -1.0487  0.126
H  1.9920  -1.5672  0.2279  0.122
H  -0.0678  -0.9080  1.3135  0.146
H  -0.1250  1.5017  1.2985  0.122
H  0.2427  1.5329  -0.4419  0.124
H  -2.1275  1.8475  -0.5334  0.122
H  -2.4263  0.7010  0.7912  0.122
H  -0.3429  -1.3518  -1.6386  0.121
H  -1.3434  -1.9718  -0.3212  0.119

Cartesian forces (eV/Å) of the 6 atoms listed first:
0.4 0.0 0.0
-0.2 -0.3 -0.3
-0.1 0.3 0.1
0.1 -0.2 0.0
-0.1 0.5 0.2
0.0 -0.3 -0.2

4.
Formula: C5H10O2
Source: the OMol25 dataset
Level of theory: wB97M-V/def2-TZVPD

LUMO	0.0284	hartree
highest occupied orbital energy	-9.7	eV
structure (SMILES)	CC[C@@H](O)CC=O
net charge	0
E_tot	-9440.716	eV
ΔE to the lowest compared entry with this formula, charge and spin	53.7	kcal/mol

Each line ends with the Löwdin charge.
Positions of all 17 atoms, in Å:
C  -0.5275  2.0801  -1.2730  -0.111
C  0.1242  0.6739  -1.3261  -0.193
C  0.3288  0.0974  0.1297  -0.386
O  -0.9012  0.2685  0.7757  -0.073
C  0.6526  -1.4404  0.4076  -0.038
C  0.0363  -2.0830  1.8292  -0.130
O  -0.6383  -1.4613  2.6280  0.023
H  -0.7893  2.4506  -2.2754  0.071
H  -1.4448  2.0489  -0.6810  0.065
H  0.1330  2.8346  -0.8253  0.072
H  -0.5403  0.0230  -1.9079  0.104
H  1.0603  0.7624  -1.9017  0.105
H  1.1283  0.7443  0.5553  0.138
H  -0.8408  -0.2302  1.6175  0.023
H  1.7293  -1.6321  0.4892  0.097
H  0.2670  -2.0109  -0.4532  0.107
H  0.2223  -3.1258  2.2114  0.127

Cartesian forces (eV/Å) of the 6 atoms listed first:
0.0 -0.1 0.1
0.0 -0.3 0.2
-0.1 -0.2 0.1
-0.4 0.7 0.2
-0.2 -0.3 0.6
0.1 0.8 -0.4

5.
Formula: C5H10O2
Source: the OMol25 dataset
Level of theory: wB97M-V/def2-TZVPD

LUMO (spin up / spin down)	0.0101 / 0.0194	hartree
highest occupied orbital energy (spin up / spin down)	-7.8 / -7.7	eV
net charge	0
E_tot	-9435.974	eV
ΔE to the lowest compared entry with this formula, charge and spin	163.0	kcal/mol

Each line ends with the Löwdin charge.
Positions of all 17 atoms, in Å:
O  -1.8097  -0.8236  -2.2506  -0.049
C  -1.8107  -0.2311  -0.9773  -0.242
C  -0.3959  0.2257  -0.6053  -0.262
C  1.2492  1.3414  0.5333  -0.024
C  1.3798  0.1950  1.4168  -0.264
C  0.4400  -0.9350  0.9081  -0.165
O  0.3930  -0.9493  -0.4789  -0.122
H  -1.1709  -1.5491  -2.2062  0.090
H  -2.1674  -0.9221  -0.1970  0.125
H  -2.4848  0.6295  -1.0234  0.127
H  -0.0526  0.8913  -1.4007  0.131
H  0.9991  2.3218  0.9317  0.072
H  1.8279  1.3462  -0.3852  0.077
H  1.1847  0.3892  2.4745  0.110
H  2.3895  -0.2305  1.3118  0.122
H  -0.5753  0.2449  0.6384  0.162
H  0.6042  -1.9442  1.3099  0.111

Cartesian forces (eV/Å) of the 6 atoms listed first:
0.1 -0.3 -0.1
0.0 0.2 0.2
-1.1 -0.4 0.0
0.6 0.8 0.1
-0.2 -0.5 0.1
0.8 -0.6 0.2

6.
Formula: C5H10O2
Source: the OMol25 dataset
Level of theory: wB97M-V/def2-TZVPD

LUMO	0.0318	hartree
highest occupied orbital energy	-9.7	eV
structure (SMILES)	OC[C@H]1CCOC1
net charge	0
E_tot	-9440.972	eV
ΔE to the lowest compared entry with this formula, charge and spin	47.8	kcal/mol

Each line ends with the Löwdin charge.
Positions of all 17 atoms, in Å:
O  -1.9874  0.9135  -0.9386  -0.079
C  -0.6829  1.4233  -0.7102  -0.244
C  -0.1232  0.5241  0.4059  -0.239
C  -0.4333  -0.9928  -0.0115  -0.140
C  0.6731  -1.8088  0.5806  -0.254
O  1.8279  -1.0139  0.3927  -0.144
C  1.4111  0.4362  0.5710  -0.096
H  -2.4190  1.4249  -1.6292  0.090
H  -0.0428  1.3208  -1.6033  0.122
H  -0.7438  2.5040  -0.4818  0.122
H  -0.6240  0.7966  1.3494  0.142
H  -1.4196  -1.4079  0.2246  0.120
H  -0.2889  -1.0441  -1.1020  0.123
H  0.5990  -2.7084  -0.0497  0.121
H  0.5344  -2.1299  1.6284  0.122
H  1.9615  1.0061  -0.1909  0.117
H  1.7579  0.7562  1.5648  0.115

Cartesian forces (eV/Å) of the 6 atoms listed first:
-0.3 0.2 -0.3
0.4 -0.1 0.1
-0.3 -1.3 -0.3
-0.3 1.3 0.3
-0.6 -0.2 -0.3
-0.4 1.4 0.2

7.
Formula: C5H10O2
Source: the OMol25 dataset
Level of theory: wB97M-V/def2-TZVPD

LUMO	0.0343	hartree
highest occupied orbital energy	-9.6	eV
structure (SMILES)	COC[C@H]1C[C@H]1O
net charge	0
E_tot	-9440.327	eV
ΔE to the lowest compared entry with this formula, charge and spin	62.6	kcal/mol

Each line ends with the Löwdin charge.
Positions of all 17 atoms, in Å:
C  -1.5873  -0.3182  1.7084  -0.115
O  -1.4022  -0.6413  0.3547  -0.193
C  -0.9467  0.4427  -0.4200  -0.203
C  0.5425  0.7188  -0.2634  -0.195
C  1.4267  -0.3814  0.2544  -0.060
C  1.5138  -0.0158  -1.1771  -0.340
O  1.0197  -0.9576  -2.0768  -0.004
H  -0.8278  0.3972  2.0388  0.088
H  -1.4921  -1.2375  2.2945  0.091
H  -2.5775  0.1262  1.9052  0.090
H  -1.1715  0.1527  -1.4489  0.119
H  -1.5154  1.3593  -0.1944  0.125
H  0.8055  1.7449  -0.0006  0.134
H  2.2501  -0.1242  0.8995  0.103
H  0.9583  -1.3345  0.4778  0.120
H  2.3793  0.5377  -1.5447  0.142
H  0.6246  -0.4690  -2.8072  0.097

Cartesian forces (eV/Å) of the 6 atoms listed first:
0.0 0.1 0.3
-0.3 -0.1 0.0
0.0 0.1 -0.2
-0.1 0.1 -0.2
0.3 -0.2 0.1
0.1 0.3 0.1

8.
Formula: C5H10O2
Source: the OMol25 dataset
Level of theory: wB97M-V/def2-TZVPD

LUMO	0.0224	hartree
highest occupied orbital energy	-7.8	eV
net charge	0
E_tot	-9436.612	eV
ΔE to the lowest compared entry with this formula, charge and spin	148.3	kcal/mol

Each line ends with the Löwdin charge.
Positions of all 17 atoms, in Å:
C  -2.1475  -0.0596  0.0193  -0.074
O  -1.1962  0.7488  0.4443  -0.094
C  -0.0120  0.7950  -0.1103  -0.283
C  1.1390  1.5695  0.4807  -0.097
O  2.0282  0.4964  0.1235  -0.082
C  0.9609  -0.3471  -0.3630  -0.316
C  0.8217  -1.6112  0.4684  -0.029
H  -1.7177  0.6015  -1.7028  0.089
H  -1.8661  -1.0489  -0.3272  0.065
H  -3.0856  0.0916  0.5404  0.074
H  -0.9612  0.9231  -1.7369  0.099
H  1.0970  1.7316  1.5681  0.128
H  1.4120  2.5092  -0.0128  0.121
H  1.1191  -0.5965  -1.4195  0.143
H  0.0334  -2.2671  0.0839  0.075
H  1.7674  -2.1610  0.4279  0.087
H  0.6076  -1.3753  1.5160  0.094

Cartesian forces (eV/Å) of the 6 atoms listed first:
-0.1 -0.2 0.0
0.1 0.1 -0.1
-0.1 0.0 0.1
-0.1 0.3 0.1
0.2 0.0 0.0
-0.1 -0.3 -0.2